81
Properties=species:S:1:pos:R:3:mulliken_spin:R:1 method="wB97M-V/def2-TZVPD" homo_energy_ev="-0.64 / -0.64" charge=-2 relative_energy_kcal_mol=60.9 total_energy_ha=-5743.83750 gap_ev="4.5 / 2.3" spin_multiplicity=2 s2=0.75
K -0.383 0.639 -0.172 0.05
C 2.351 1.996 -3.424 0.00
C 1.751 0.761 -2.734 0.00
C 2.788 -0.234 -2.195 0.00
N 2.331 -0.828 -0.961 0.00
C 1.736 -1.962 -0.930 0.00
C 1.374 -2.838 -2.038 0.00
C 1.514 -4.200 -2.067 0.00
C 2.127 -5.044 -1.115 0.00
C 2.459 -4.701 0.205 0.00
C 2.080 -3.598 0.942 0.00
C 1.356 -2.440 0.451 0.00
N 0.494 -1.717 1.063 0.00
C 0.068 -2.029 2.403 0.00
C 0.680 -1.047 3.410 0.00
C 0.286 0.414 3.147 0.00
N 1.084 0.924 2.050 0.00
C 1.581 2.103 2.096 0.00
C 1.303 3.142 3.089 0.00
C 2.225 3.862 3.799 0.00
C 3.630 3.766 3.742 0.00
C 4.358 3.160 2.712 0.00
C 3.921 2.683 1.490 0.00
C 2.564 2.498 1.031 0.00
N 2.145 2.589 -0.184 0.00
C 3.060 3.095 -1.189 0.00
C 2.352 3.247 -2.539 0.00
H 1.765 2.233 -4.319 0.00
H 3.371 1.774 -3.761 0.00
H 1.079 0.238 -3.421 0.00
H 1.158 1.101 -1.888 0.00
H 3.700 0.317 -1.946 0.00
H 3.039 -0.981 -2.964 0.00
H 0.935 -2.345 -2.902 0.00
H 1.188 -4.696 -2.980 0.00
H 2.364 -6.054 -1.435 0.00
H 3.029 -5.453 0.747 0.00
H 2.375 -3.568 1.986 0.00
H 0.305 -3.061 2.707 0.00
H -1.025 -1.902 2.440 0.00
H 1.770 -1.107 3.351 0.00
H 0.366 -1.337 4.420 0.00
H 0.437 1.000 4.065 0.00
H -0.783 0.460 2.893 0.00
H 0.247 3.324 3.272 0.00
H 1.830 4.552 4.544 0.00
H 4.196 4.233 4.543 0.00
H 5.437 3.152 2.854 0.00
H 4.682 2.378 0.779 0.00
H 3.937 2.440 -1.306 0.00
H 3.443 4.077 -0.872 0.00
H 2.821 4.064 -3.100 0.00
H 1.316 3.532 -2.332 0.00
Cl -4.893 2.331 -2.795 0.17
Ge -2.964 2.454 -1.474 0.46
Cl -2.120 4.317 -2.377 0.11
Cl -1.737 1.065 -2.728 0.06
C -2.870 2.328 2.586 0.04
C -2.303 1.900 1.241 -0.02
O -1.524 2.705 0.652 0.10
O -2.668 0.795 0.772 0.03
H -3.639 3.080 2.392 0.00
H -2.088 2.785 3.192 -0.01
H -3.312 1.481 3.105 0.00
C -2.972 -3.391 0.727 0.00
C -2.757 -2.656 -0.579 0.00
O -1.644 -2.468 -0.998 0.00
C -3.974 -2.212 -1.344 0.00
C -5.269 -2.364 -0.855 0.00
C -6.354 -1.920 -1.600 0.00
C -6.152 -1.320 -2.835 0.00
C -4.864 -1.182 -3.336 0.00
C -3.785 -1.636 -2.596 0.00
H -2.001 -3.681 1.120 0.00
H -3.597 -4.273 0.566 0.00
H -3.466 -2.731 1.444 0.00
H -5.438 -2.813 0.115 0.00
H -7.357 -2.035 -1.207 0.00
H -6.999 -0.956 -3.404 0.00
H -4.700 -0.693 -4.287 0.00
H -2.771 -1.528 -2.957 0.00


82
Properties=species:S:1:pos:R:3:mulliken_spin:R:1 method="wB97M-V/def2-TZVPD" homo_energy_ev="-9.38 / -10.72" charge=+1 total_energy_ha=-3552.95631 gap_ev="6.4 / 7.3" spin_multiplicity=2 s2=0.82
Ru -0.207 -0.260 -1.085 0.39
C -0.734 1.972 3.889 0.00
C -1.767 1.056 4.540 0.00
C -1.202 0.557 5.876 0.00
C -3.030 1.894 4.797 0.00
C -2.142 -0.118 3.652 0.01
C -3.201 -0.936 4.068 0.00
C -3.674 -1.975 3.301 0.00
C -3.097 -2.195 2.063 0.00
S -3.544 -3.354 0.855 0.02
C -2.263 -2.728 -0.178 0.01
N -1.567 -1.748 0.361 0.03
C -2.011 -1.418 1.619 -0.02
C -1.523 -0.397 2.444 0.02
C -2.081 -3.342 -1.462 0.05
C -3.101 -4.115 -2.033 -0.04
C -2.940 -4.743 -3.245 0.07
C -1.733 -4.633 -3.941 -0.03
C -0.718 -3.870 -3.429 0.09
C -0.862 -3.218 -2.186 -0.03
H -0.568 2.838 4.523 0.00
H -1.087 2.328 2.925 0.00
H 0.221 1.475 3.762 0.00
H -0.978 1.406 6.517 0.00
H -0.283 -0.006 5.726 0.00
H -1.910 -0.079 6.400 0.00
H -2.758 2.815 5.304 0.00
H -3.746 1.371 5.423 0.00
H -3.517 2.144 3.855 0.00
H -3.670 -0.745 5.018 0.00
H -4.481 -2.601 3.643 0.00
H -0.675 0.175 2.099 -0.01
H -4.036 -4.210 -1.502 0.00
H -3.747 -5.314 -3.671 0.00
H -1.594 -5.136 -4.888 0.00
H 0.217 -3.755 -3.958 0.01
Cl 2.786 1.560 2.860 0.00
C 2.351 -0.146 2.647 0.00
Cl 1.886 -0.475 0.954 0.01
H 1.503 -0.390 3.285 0.00
H 3.220 -0.757 2.887 0.00
N -5.963 2.295 0.404 0.00
C -4.823 2.393 0.364 0.00
C -3.412 2.503 0.326 -0.01
C -2.766 3.730 0.518 0.00
C -1.381 3.743 0.500 0.00
C -0.692 2.555 0.308 -0.01
N -1.313 1.389 0.101 0.01
C -2.643 1.365 0.105 0.00
H -3.336 4.633 0.675 0.00
H -0.837 4.661 0.658 0.00
H 0.393 2.526 0.312 0.00
H -3.123 0.407 -0.064 0.00
Cl -1.164 1.778 -3.053 -0.01
C -1.237 0.021 -3.178 -0.06
H -0.685 -0.288 -4.063 0.00
H -2.281 -0.288 -3.220 0.00
C 5.366 -0.183 -3.094 0.00
C 5.591 1.287 -3.444 0.00
C 6.074 2.059 -2.221 0.00
C 4.315 1.938 -4.024 0.00
N 3.224 1.822 -3.104 0.00
C 2.414 0.771 -2.898 -0.01
N 1.677 1.039 -1.838 0.00
N 2.045 2.245 -1.420 0.00
N 2.957 2.714 -2.157 0.00
H 6.298 -0.627 -2.756 0.00
H 5.017 -0.747 -3.957 0.00
H 4.644 -0.285 -2.283 0.00
H 6.351 1.348 -4.229 0.00
H 5.345 2.005 -1.415 0.00
H 6.236 3.106 -2.463 0.00
H 7.009 1.639 -1.862 0.00
H 4.034 1.454 -4.963 0.00
H 4.494 3.000 -4.202 0.00
H 2.365 -0.114 -3.499 -0.01
C 2.450 -2.935 -1.355 0.15
C 1.278 -2.051 -1.621 0.19
N 0.094 -2.392 -1.763 0.20
H 2.205 -3.982 -1.547 0.01
H 2.754 -2.830 -0.314 -0.01
H 3.288 -2.629 -1.981 -0.02


87
Properties=species:S:1:pos:R:3:mulliken_spin:R:1 method="wB97M-V/def2-TZVPD" homo_energy_ev="-6.35 / -7.13" relative_energy_kcal_mol=11.4 total_energy_ha=-4653.39706 gap_ev="6.3 / 7.1" spin_multiplicity=3 s2=2.00
Ti 0.991 -0.042 0.898 1.87
S 0.153 -0.514 4.190 0.01
C -1.120 -0.434 3.089 0.03
N -1.014 -0.399 1.766 -0.06
C -2.248 -0.451 1.127 -0.01
C -2.441 -0.563 -0.249 0.02
C -3.733 -0.645 -0.740 0.00
C -4.832 -0.615 0.119 0.00
C -4.650 -0.520 1.489 0.00
C -3.355 -0.452 1.984 0.00
S -2.797 -0.436 3.630 0.00
H -1.584 -0.623 -0.910 0.00
H -3.891 -0.747 -1.807 0.00
H -5.832 -0.693 -0.285 0.00
H -5.499 -0.531 2.160 0.00
C -0.212 3.934 0.483 0.01
Sb -0.081 2.170 -0.740 0.00
C -1.987 2.438 -1.649 0.01
C 1.186 3.099 -2.263 0.00
C 0.516 3.367 -3.575 0.00
C -0.191 4.560 -3.734 0.00
C -0.869 4.857 -4.903 0.00
C -0.841 3.951 -5.954 0.00
C -0.126 2.774 -5.818 0.00
C 0.563 2.460 -4.645 0.00
C 1.301 1.163 -4.560 0.00
Sb 0.084 -0.389 -3.630 0.01
C 1.554 -1.927 -3.862 0.00
C -0.971 -0.828 -5.448 0.00
H 0.789 4.250 0.777 0.00
H -0.800 3.711 1.374 0.00
H -0.695 4.741 -0.069 0.00
H -2.025 3.411 -2.135 0.00
H -2.741 2.374 -0.865 0.00
H -2.174 1.654 -2.380 0.00
H 2.075 2.481 -2.366 0.00
H 1.495 4.039 -1.803 0.00
H -0.204 5.269 -2.913 0.00
H -1.410 5.790 -4.996 0.00
H -1.362 4.165 -6.878 0.00
H -0.085 2.075 -6.646 0.00
H 2.230 1.249 -3.997 0.00
H 1.554 0.793 -5.555 0.00
H 1.999 -1.869 -4.856 0.00
H 1.085 -2.899 -3.720 0.00
H 2.333 -1.813 -3.107 0.00
H -0.262 -1.015 -6.256 0.00
H -1.611 0.013 -5.711 0.00
H -1.594 -1.711 -5.307 0.00
Cl 4.975 0.098 -3.386 0.00
C 4.689 0.013 -1.684 0.01
C 5.736 -0.134 -0.790 0.01
C 5.434 -0.202 0.560 0.00
C 4.112 -0.120 0.960 0.05
N 3.111 0.033 0.091 -0.10
C 3.393 0.094 -1.208 0.04
H 6.755 -0.197 -1.148 0.00
H 6.215 -0.326 1.296 0.00
H 3.831 -0.191 2.003 -0.01
H 2.556 0.199 -1.888 0.00
F -3.645 -3.596 1.742 0.00
C -2.824 -3.845 0.721 0.00
C -1.500 -3.829 0.874 0.00
N -0.635 -4.095 -0.172 0.00
C 0.795 -3.953 0.064 0.00
C 1.100 -2.491 0.342 0.00
O 1.659 -2.143 1.402 -0.01
O 0.693 -1.643 -0.515 0.01
C -1.094 -4.342 -1.446 0.00
O -0.370 -4.551 -2.399 0.00
N -2.471 -4.345 -1.559 0.00
C -3.432 -4.106 -0.578 0.00
O -4.613 -4.124 -0.828 0.00
H -1.043 -3.593 1.828 0.00
H 1.313 -4.269 -0.839 0.00
H 1.103 -4.570 0.907 0.00
H -2.823 -4.539 -2.486 0.00
N 1.095 4.067 4.641 0.00
C 0.721 2.827 3.965 0.01
C 1.701 2.529 2.852 0.04
O 2.738 3.338 2.777 0.01
O 1.557 1.607 2.077 0.03
H 1.121 3.955 5.645 0.00
H 0.460 4.824 4.428 0.00
H 2.591 3.989 3.509 0.00
H -0.282 2.838 3.534 0.00
H 0.735 1.961 4.630 0.00


87
Properties=species:S:1:pos:R:3:mulliken_spin:R:1 method="wB97M-V/def2-TZVPD" homo_energy_ev="-6.27 / -7.56" relative_energy_kcal_mol=15.2 total_energy_ha=-4653.39112 gap_ev="6.2 / 7.5" spin_multiplicity=3 s2=2.01
Ti -1.357 0.054 0.019 1.76
S -1.297 1.525 2.298 -0.03
C -2.760 0.651 2.362 0.05
N -3.053 -0.227 1.434 -0.02
C -4.312 -0.774 1.591 0.03
C -4.891 -1.727 0.756 -0.02
C -6.169 -2.169 1.045 0.01
C -6.865 -1.684 2.155 0.00
C -6.292 -0.748 2.998 0.00
C -5.012 -0.294 2.706 -0.01
S -4.030 0.873 3.550 0.01
H -4.320 -2.117 -0.076 0.01
H -6.635 -2.910 0.408 0.00
H -7.863 -2.048 2.363 0.00
H -6.830 -0.378 3.862 0.00
C 4.693 -1.993 0.268 0.00
Sb 2.909 -1.076 -0.518 0.01
C 2.567 -0.016 1.309 0.01
C 4.002 0.481 -1.623 0.00
C 4.263 1.744 -0.874 0.00
C 5.364 1.807 -0.017 0.00
C 5.653 2.938 0.726 0.00
C 4.845 4.058 0.606 0.00
C 3.766 4.024 -0.261 0.00
C 3.448 2.883 -1.000 0.00
C 2.275 2.939 -1.929 0.00
Sb 0.343 2.460 -1.069 0.00
C -0.737 3.171 -2.782 0.00
C 0.199 4.237 0.108 0.00
H 5.057 -2.777 -0.394 0.00
H 4.463 -2.430 1.239 0.00
H 5.469 -1.241 0.406 0.00
H 3.462 0.539 1.591 0.00
H 2.339 -0.768 2.064 0.00
H 1.714 0.657 1.251 0.00
H 3.460 0.653 -2.551 0.00
H 4.945 -0.006 -1.879 0.00
H 6.011 0.940 0.061 0.00
H 6.512 2.947 1.385 0.00
H 5.062 4.957 1.168 0.00
H 3.152 4.909 -0.382 0.00
H 2.398 2.300 -2.802 0.00
H 2.131 3.960 -2.287 0.00
H -0.183 3.979 -3.260 0.00
H -1.713 3.544 -2.473 0.00
H -0.881 2.363 -3.498 0.00
H 0.115 5.113 -0.535 0.00
H 1.095 4.324 0.723 0.00
H -0.663 4.173 0.770 0.00
Cl -5.381 0.638 -4.076 0.00
C -4.674 1.347 -2.667 -0.02
C -5.241 2.458 -2.069 0.02
C -4.622 2.970 -0.940 -0.02
C -3.478 2.360 -0.459 0.05
N -2.936 1.285 -1.044 -0.02
C -3.528 0.788 -2.131 0.08
H -6.139 2.901 -2.475 0.00
H -5.026 3.833 -0.430 0.00
H -2.974 2.717 0.433 -0.01
H -3.080 -0.089 -2.581 -0.03
F 1.707 -1.862 5.345 0.00
C 1.757 -2.666 4.278 0.00
C 0.701 -2.821 3.476 0.01
N 0.732 -3.650 2.375 0.00
C -0.439 -3.755 1.521 0.00
C -0.839 -2.435 0.878 0.00
O -1.777 -2.452 0.057 0.01
O -0.211 -1.391 1.206 0.02
C 1.881 -4.316 2.005 0.00
O 1.983 -4.987 0.998 0.00
N 2.944 -4.140 2.872 0.00
C 3.018 -3.343 4.014 0.00
O 4.031 -3.263 4.667 0.00
H -0.222 -2.287 3.649 0.00
H -1.289 -4.144 2.085 0.00
H -0.204 -4.468 0.735 0.00
H 3.792 -4.622 2.610 0.00
N 1.083 -2.476 -4.287 0.00
C -0.095 -2.323 -3.441 0.00
C -0.072 -0.952 -2.803 0.02
O -0.718 -0.688 -1.814 0.01
O 0.712 -0.062 -3.385 0.01
H 0.913 -3.096 -5.067 0.00
H 1.863 -2.849 -3.758 0.00
H 1.181 -0.562 -4.095 0.00
H -0.208 -3.055 -2.639 0.00
H -0.996 -2.368 -4.057 0.00


82
Properties=species:S:1:pos:R:3:lowdin_charge:R:1 method="wB97M-V/def2-TZVPD" smiles="CC(C)=CCC[C@H](C)CCc1c2c(cc(P(=O)(O)O)c1P(O)(O)=S)C(=O)c1c(cc(CCCCn3cccc3)c(Cl)c1F)C2=O" homo_energy_ev=-6.81 total_energy_ha=-3462.80451 gap_ev=4.1 spin_multiplicity=1
C 0.994 -0.969 5.034 -0.11
C 1.250 -2.423 4.320 -0.27
C -0.042 -3.466 4.221 -0.10
C 2.545 -2.918 3.770 -0.10
C 3.032 -2.695 2.188 -0.19
C 2.770 -1.172 1.638 -0.18
C 2.083 -1.130 0.113 -0.31
C 0.673 -2.007 0.135 -0.10
C 3.120 -1.940 -0.863 -0.18
C 3.116 -1.387 -2.442 -0.15
C 1.697 -1.772 -3.163 -0.04
C 0.688 -0.533 -3.563 0.03
C -0.794 -0.900 -4.250 -0.01
C -1.228 -2.447 -4.560 0.03
C -0.169 -3.675 -4.151 -0.15
P -0.837 -5.445 -4.538 0.70
O -0.509 -6.520 -3.430 -0.38
O -2.606 -5.429 -4.681 -0.23
O -0.247 -5.847 -6.141 -0.25
C 1.326 -3.377 -3.462 -0.17
P 2.464 -4.857 -3.082 0.39
O 4.110 -4.430 -2.634 -0.31
O 1.808 -5.688 -1.654 -0.29
S 2.687 -6.101 -4.613 0.29
C -1.838 0.311 -4.611 -0.19
O -2.731 0.311 -5.618 -0.02
C -1.813 1.638 -3.595 0.03
C -0.325 2.032 -2.940 -0.01
C -0.226 3.350 -1.971 0.05
C -1.603 4.252 -1.679 -0.10
C -1.569 5.638 -0.747 -0.19
C -2.314 5.271 0.667 -0.24
C -2.096 6.378 1.865 -0.17
C -3.010 5.827 3.153 -0.18
N -2.226 4.906 4.066 -0.18
C -2.709 4.971 5.504 -0.06
C -1.746 3.968 6.373 -0.08
C -0.699 3.304 5.291 -0.08
C -1.078 3.952 3.809 -0.05
C -3.080 3.868 -2.317 -0.41
Cl -4.646 4.836 -2.062 0.57
C -3.154 2.539 -3.283 -0.02
F -4.500 2.201 -3.881 -0.08
C 0.973 1.066 -3.364 -0.19
O 2.123 1.713 -3.556 -0.02
H 1.526 -0.984 6.078 0.09
H 1.405 -0.046 4.433 0.06
H -0.168 -0.762 5.198 0.09
H 0.234 -4.455 3.634 0.08
H -0.984 -2.950 3.743 0.09
H -0.361 -3.830 5.309 0.07
H 3.229 -3.537 4.528 0.11
H 2.575 -3.544 1.504 0.10
H 4.206 -2.895 2.209 0.11
H 3.848 -0.672 1.525 0.12
H 2.166 -0.551 2.426 0.09
H 1.933 0.001 -0.145 0.14
H 0.044 -1.831 -0.847 0.07
H 0.878 -3.182 0.184 0.08
H -0.006 -1.762 1.057 0.08
H 4.218 -1.799 -0.427 0.13
H 2.841 -3.083 -0.788 0.08
H 3.989 -1.864 -3.085 0.13
H 3.351 -0.245 -2.365 0.11
H -2.281 -2.659 -5.073 0.12
H -2.998 -4.749 -4.053 0.08
H -0.872 -6.491 -6.598 0.10
H 4.478 -5.109 -1.984 0.10
H 0.911 -5.226 -1.508 0.07
H 0.807 3.689 -1.501 0.12
H -2.193 6.470 -1.333 0.12
H -0.484 6.080 -0.632 0.12
H -1.893 4.230 1.017 0.11
H -3.485 5.182 0.506 0.09
H -2.444 7.453 1.520 0.12
H -0.940 6.416 2.147 0.12
H -3.864 5.161 2.655 0.13
H -3.562 6.705 3.694 0.13
H -3.597 5.612 5.923 0.11
H -1.751 3.743 7.537 0.08
H 0.172 2.539 5.451 0.06
H -0.591 3.739 2.765 0.09